#i
Here is C25H14ClF6IN3NiO7S2 as an isolated structure from OMol25. Energies are from ωB97M-V/def2-TZVPD.

```
! RIJCOSX wB97M-V def2-TZVPD def2/J DEFGRID3
* xyz -1 3
F 3.182 -1.407 -2.083
C -2.129 -1.664 -0.955
H -2.108 -3.021 1.220
C 0.279 0.305 -2.750
C 0.550 5.474 -1.239
C -1.398 -1.105 -2.046
C 1.663 3.457 -0.483
F 2.046 -0.332 3.409
C -1.358 -0.174 3.038
O -2.159 1.628 -0.329
H -1.593 5.358 -1.381
C -2.130 2.876 -0.571
C -1.372 0.154 4.433
H -1.190 1.189 4.688
S 3.523 -2.808 0.178
O 0.895 -0.857 0.810
F 1.885 1.601 2.447
O 4.600 -3.642 0.616
H -2.083 -3.517 3.454
H -2.912 -2.778 -4.614
C -1.874 -2.489 3.727
C -3.124 -2.578 -1.227
F 4.808 -2.827 -2.199
C 0.411 2.846 -0.376
H 0.610 6.502 -1.569
H 3.550 3.307 -0.251
H 1.028 1.046 -2.493
H -1.564 -0.516 6.445
Ni -0.648 0.425 0.253
O -3.103 3.602 -0.751
N -1.814 -1.206 0.315
O 2.768 2.743 -0.179
C -3.404 -2.970 -2.545
H -4.196 -3.686 -2.722
N 3.304 -1.629 1.203
H 0.362 1.812 0.028
H 0.786 0.298 -4.843
C -0.850 -1.005 -4.395
C -1.885 -1.959 1.362
F 3.827 0.687 2.699
H -3.716 -2.980 -0.415
C 0.131 -0.108 -4.085
C 2.538 0.431 2.441
C -1.660 -1.534 -3.366
Cl -1.969 -3.328 6.292
C -1.793 -2.131 5.038
C -1.702 -1.533 2.702
H -1.011 -1.335 -5.414
C 1.702 4.781 -0.907
C -0.750 3.530 -0.694
O -1.050 0.726 2.198
I 3.577 5.756 -1.005
C -1.572 -0.789 5.398
O 2.334 -3.449 -0.302
S 2.322 -0.415 0.768
C -0.674 4.843 -1.141
N -0.452 -0.166 -1.774
C 4.191 -1.972 -1.381
F 5.063 -0.995 -1.080
C -2.692 -2.470 -3.600
*
```

Calculated values
Kohn-Sham gap (spin up / spin down) ... 6.84 / 6.74 eV

---

#ii
Here is C25H14ClF6IN3NiO7S2 as an isolated structure from OMol25. Energies are from ωB97M-V/def2-TZVPD.

```
! RIJCOSX wB97M-V def2-TZVPD def2/J DEFGRID3
* xyz -1 3
C 4.111 -0.377 0.473
C 3.632 -1.373 1.273
H 0.577 2.157 -2.463
H -5.857 -2.383 2.190
C -3.578 2.266 1.462
I 4.007 -3.505 -3.123
F -3.722 1.272 2.334
O -1.306 1.320 0.622
O -1.758 3.707 0.243
H 4.670 1.683 -1.241
C 0.144 -0.608 -3.721
C -2.580 -2.130 2.930
H 2.968 2.887 -2.602
F 1.267 4.487 2.506
C -0.991 0.412 -3.773
H 1.366 0.510 -5.056
C -2.960 -1.547 0.565
O -1.600 0.559 -2.657
H 1.906 -2.481 1.951
F -4.169 1.924 0.319
C 1.359 -0.967 0.561
Cl -4.533 -2.848 4.665
H 5.168 -0.141 0.446
H 3.357 -0.962 -4.760
H -1.894 -2.242 3.761
C 2.429 -1.180 -4.247
O -1.138 1.077 -4.789
H 4.313 -1.946 1.889
C 0.060 -1.738 -2.914
F -4.173 3.356 1.945
N 0.946 0.702 -1.089
C -3.913 -2.359 3.107
C 1.150 -2.583 -2.755
H 1.078 -3.455 -2.119
C -4.802 -2.203 2.032
O 0.052 2.769 4.612
Ni -0.988 -0.041 -0.891
O 0.240 0.912 2.990
C 1.344 1.674 -1.868
N -1.295 2.901 2.576
C -2.074 -1.738 1.673
F 1.395 2.844 1.105
C 1.376 3.164 2.405
H -5.017 -1.671 -0.026
C 3.219 0.359 -0.343
C -4.340 -1.814 0.806
S -1.795 2.589 1.130
C 2.254 -1.676 1.317
F 2.542 2.793 2.942
C 2.694 2.073 -1.946
H -0.873 -1.971 -2.408
C 1.324 -0.357 -4.408
C -0.660 -1.544 1.588
C 1.850 0.048 -0.310
H -0.098 -1.713 2.507
N -0.029 -1.161 0.530
C 2.334 -2.282 -3.410
S -0.012 2.298 3.264
O -2.596 -1.161 -0.603
C 3.622 1.412 -1.197
*
```

Calculated values
Kohn-Sham gap (spin up / spin down) ... 7.01 / 6.98 eV

---

Least stable = #i

---

#i
Here is a 2-piece molecular cluster, C3H10N2S2 overall from OMol25. Energies are from ωB97M-V/def2-TZVPD.

```
! RIJCOSX wB97M-V def2-TZVPD def2/J DEFGRID3
* xyz 0 1
H 2.676 0.990 -2.353
H -0.948 1.758 1.475
H 0.837 0.050 1.265
H -0.667 -1.973 -0.799
C -2.159 0.405 0.547
S 2.362 1.578 -0.069
N -2.190 -0.688 -0.112
H -0.593 -1.632 1.015
H -0.668 1.581 -0.089
H -1.916 -2.657 0.244
H 2.892 -0.426 -1.318
S 2.174 0.262 1.542
C 2.251 0.455 -1.492
N -0.936 1.077 0.718
C -1.271 -1.776 0.121
H 1.214 0.144 -1.682
H -3.060 0.852 0.989
*
```

Calculated values
Kohn-Sham gap ... 9.23 eV
Structure (SMILES) ... C/N=C\N.CSS

---

#ii
Here is one molecule with the formula C3H10N2S2 from OMol25. Energies are from ωB97M-V/def2-TZVPD.

```
! RIJCOSX wB97M-V def2-TZVPD def2/J DEFGRID3
* xyz 0 1
S -2.931 -0.228 -0.168
H -1.322 0.785 -1.445
S -2.674 -1.505 1.477
N 2.348 -0.105 0.184
H 3.228 0.021 -0.291
H 1.349 0.486 -1.560
H 0.411 1.539 1.477
C -0.084 0.076 0.070
H -2.088 -0.514 2.167
N -0.194 1.346 0.699
C -1.274 -0.151 -0.863
H -1.081 -0.924 -1.599
H 1.132 -1.191 -1.172
C 1.208 -0.193 -0.718
H -0.054 -0.677 0.840
H 2.391 -0.893 0.814
H -0.363 2.128 0.088
*
```

Calculated values
Kohn-Sham gap ... 9.33 eV
Structure (SMILES) ... NC[C@@H](N)CSS

---

#iii
Here is one molecule with the formula C3H10N2S2 from OMol25. Energies are from ωB97M-V/def2-TZVPD.

```
! RIJCOSX wB97M-V def2-TZVPD def2/J DEFGRID3
* xyz 0 1
S -2.577 0.361 -0.662
H 1.281 0.094 1.532
C 1.295 -0.128 0.460
H -3.379 -0.460 1.481
N 2.607 0.317 -0.128
H -1.245 0.367 1.365
H 1.242 -1.215 0.318
C -1.192 -0.066 0.365
H 0.075 1.527 -0.241
S -4.157 0.366 0.749
H 1.073 0.049 -2.061
N 0.126 0.028 -1.710
H -1.118 -1.139 0.446
C 0.118 0.430 -0.322
H -0.395 -0.791 -1.995
H 3.118 0.814 0.591
H 3.128 -0.555 -0.190
*
```

Calculated values
Kohn-Sham gap ... 8.76 eV
Structure (SMILES) ... NC[C@@H](N)CSS

---

Least stable = #i

---

#i
Here is a 2-piece molecular cluster, CH6OP2 overall from OMol25. Energies are from ωB97M-V/def2-TZVPD.

```
! RIJCOSX wB97M-V def2-TZVPD def2/J DEFGRID3
* xyz 0 1
O -1.573 -1.677 -0.464
H -1.524 1.379 -1.276
H 2.226 -1.429 -0.463
P -1.057 -0.596 0.385
H -1.227 2.059 0.612
P -2.149 1.250 -0.033
H 2.454 -0.042 0.743
H -1.367 -0.888 1.751
C 2.161 -0.384 -0.233
H 2.055 0.328 -1.022
*
```

Calculated values
Kohn-Sham gap (spin up / spin down) ... 7.70 / 8.26 eV

---

#ii
Here is CH6OP2 as an isolated structure from OMol25. Energies are from ωB97M-V/def2-TZVPD.

```
! RIJCOSX wB97M-V def2-TZVPD def2/J DEFGRID3
* xyz 0 1
C 1.109 0.571 0.470
H 0.361 1.243 0.769
H 1.950 1.114 0.033
H 1.319 -2.326 -0.111
H -2.556 -0.738 -0.731
H 1.297 -0.255 1.242
P -0.091 -0.182 -0.811
H -2.278 1.398 -0.387
P -1.919 0.103 0.199
O 0.329 -2.364 -0.163
*
```

Calculated values
Kohn-Sham gap ... 8.19 eV

---

#iii
Here is one molecule with the formula CH6OP2 from OMol25. Energies are from ωB97M-V/def2-TZVPD.

```
! RIJCOSX wB97M-V def2-TZVPD def2/J DEFGRID3
* xyz 0 1
H 2.131 -0.209 -0.441
H 1.963 0.226 1.316
P -1.559 1.006 0.255
P -0.146 -0.614 0.482
H -0.666 -2.402 -0.620
H -2.854 0.553 0.604
O -0.127 -1.655 -0.857
H -1.564 1.540 -1.060
H 1.310 1.290 -0.003
C 1.513 0.265 0.326
*
```

Calculated values
Kohn-Sham gap ... 9.48 eV
Structure (SMILES) ... CP(O)#[PH2]

---

Least stable = #i